Record 1
Entry from OMol25: the ion C13H19F2N4Si with charge +1 (ωB97M-V with the def2-TZVPD basis set).

As for the SMILES: C[Si](C)(CCC(F)(F)Nc1nc[nH][nH+]1)c1ccccc1. For the energy above the lowest of the compared OMol25 structures with the same formula, charge and spin, the calculation gives 42.2 kJ/mol. The orbital gap is 8.302 eV. Its net charge is +1. For the HOMO energy, the calculation gives -11.576 eV.

Cartesian coordinates (Å):
C (-0.27137, -3.07287, -1.87724)
Si (-0.93978, -1.90677, -0.56518)
C (-2.73976, -2.22054, -0.16529)
C (-0.83597, -0.11392, -1.20269)
C (0.48255, 0.17764, -1.91934)
C (0.60584, 1.60367, -2.41986)
F (1.54944, 1.68866, -3.38243)
F (-0.51447, 2.10008, -2.92445)
N (1.10312, 2.54400, -1.41083)
C (0.36951, 3.23236, -0.54385)
N (-0.96388, 3.22062, -0.44529)
C (-1.24420, 4.04552, 0.53231)
N (-0.15345, 4.58361, 1.06252)
N (0.89188, 4.06191, 0.38286)
C (0.14089, -1.89680, 0.98074)
C (1.33904, -2.60920, 1.10101)
C (2.10614, -2.52434, 2.27059)
C (1.67651, -1.72561, 3.33072)
C (0.48522, -1.00962, 3.23555)
C (-0.27066, -1.09731, 2.06421)
H (-0.80968, -4.01489, -1.90436)
H (0.77797, -3.29374, -1.70214)
H (-0.33394, -2.60838, -2.85809)
H (-3.31802, -1.94708, -1.04725)
H (-3.09128, -1.57761, 0.63599)
H (-2.94354, -3.25980, 0.06875)
H (-0.86388, 0.49767, -0.30044)
H (-1.69563, 0.15328, -1.80773)
H (1.29326, 0.02390, -1.20951)
H (0.64762, -0.49664, -2.75268)
H (2.10324, 2.65720, -1.38751)
H (-2.24212, 4.26584, 0.86144)
H (-0.08957, 5.24044, 1.82384)
H (1.85912, 4.27505, 0.56265)
H (1.67929, -3.24468, 0.29833)
H (3.01794, -3.09646, 2.33164)
H (2.27077, -1.68605, 4.23166)
H (0.13014, -0.40882, 4.05791)
H (-1.20833, -0.56032, 1.99344)

Force components x, y, z for each atom (eV/Å):
C -0.004 0.258 0.274
Si 0.035 0.093 -0.034
C 0.286 0.225 -0.316
C 0.373 -0.156 0.224
C -0.379 0.060 0.287
C 0.469 -0.254 0.095
F 0.339 -0.145 -0.282
F -0.580 0.083 -0.221
N 0.012 0.362 0.497
C 0.053 -0.199 -0.147
N -0.303 -0.192 -0.161
C -0.125 -0.114 -0.169
N -0.627 0.335 0.477
N 0.611 -0.255 -0.401
C -0.068 0.037 0.106
C -0.062 0.350 0.633
C -0.594 0.234 -0.303
C 0.070 -0.206 -0.285
C -0.065 -0.265 -0.642
C 0.485 -0.299 0.072
H -0.084 -0.122 -0.012
H 0.156 -0.067 -0.012
H -0.124 -0.034 -0.188
H -0.129 -0.095 -0.127
H -0.036 -0.021 0.250
H -0.045 -0.118 0.144
H -0.230 0.148 0.098
H -0.121 0.010 -0.189
H 0.262 -0.086 -0.056
H -0.011 0.040 -0.280
H 0.095 -0.094 -0.115
H -0.110 0.153 0.200
H 0.334 0.028 -0.001
H -0.028 0.201 0.226
H 0.054 -0.085 -0.103
H 0.144 -0.014 0.152
H 0.009 0.055 0.097
H 0.020 0.061 0.144
H -0.082 0.086 0.067



Record 2
Entry from OMol25: a cluster of 7 separate species, BH16O6 in total at a distorted geometry (ωB97M-V with the def2-TZVPD basis set).

For the energy above the lowest of the compared OMol25 structures with the same formula, charge and spin, the calculation gives 158.9 kJ/mol. The orbital gap is 9.271 eV. Its net charge is -1. For the HOMO energy, the calculation gives -6.237 eV.

Cartesian coordinates (Å):
B (0.00416, -0.60089, -0.48211)
H (0.25973, -0.63782, 0.63357)
H (-1.09269, -1.21791, -0.76567)
H (-0.30813, 0.57160, -0.68880)
H (1.00622, -1.01319, -1.08222)
O (-3.23818, 1.15626, -1.63755)
H (-2.49622, 0.71577, -1.09209)
H (-4.08386, 0.72618, -1.27295)
O (-2.48627, 0.81670, 1.84886)
H (-3.16540, 0.28913, 2.30118)
H (-2.09731, 0.08874, 1.16865)
O (2.93983, -1.56153, 1.72697)
H (3.04309, -1.09103, 2.52764)
H (2.16131, -1.19595, 1.18539)
O (2.28680, 2.68532, -1.80443)
H (3.06963, 2.56033, -1.56890)
H (1.99244, 2.08468, -1.10994)
O (0.88109, 2.35165, 1.59193)
H (0.73574, 1.52712, 1.07004)
H (0.44389, 2.01380, 2.34799)
O (-0.05503, -3.81378, -1.56985)
H (-0.44097, -2.95156, -1.19144)
H (0.64013, -3.50362, -2.13627)

Force components x, y, z for each atom (eV/Å):
B -0.944 0.178 -1.667
H 0.204 -0.367 2.197
H 0.829 0.043 0.343
H 0.348 0.097 -0.320
H -0.495 0.223 -0.176
O -0.489 -1.933 1.962
H -1.433 0.970 -1.306
H 2.043 0.975 -0.773
O 0.881 -2.954 -2.109
H 0.253 0.309 -0.093
H -0.903 2.558 2.187
O -1.299 -0.446 -2.525
H -0.273 1.014 1.035
H 1.451 -0.576 1.384
O -9.924 0.781 -1.977
H 11.766 -0.652 2.057
H -1.901 -0.135 -0.136
O 0.419 -1.053 -1.403
H 0.253 0.801 -0.495
H -0.798 0.119 1.785
O -1.393 1.211 1.075
H 0.894 -1.506 -0.722
H 0.510 0.345 -0.324